Molecular formula: C13H37Cl3O16P4
Method: DFT, ωB97M-V with the def2-TZVPD basis set

XYZ file:
```
73
Properties=species:S:1:pos:R:3:lowdin_charge:R:1
C -24.84 -2.84 -17.51 -0.10
O -24.80 -2.58 -18.90 -0.23
P -25.67 -3.47 -19.89 0.31
O -25.70 -4.89 -19.56 -0.20
O -27.07 -2.78 -19.96 -0.19
C -27.17 -1.41 -20.36 -0.08
O -25.04 -3.10 -21.29 -0.20
C -23.65 -3.33 -21.52 -0.10
H -23.99 -3.47 -17.24 0.03
H -25.76 -3.32 -17.18 0.09
H -24.70 -1.92 -16.94 0.09
H -27.68 -0.86 -19.56 0.09
H -27.74 -1.34 -21.28 0.09
H -26.19 -0.95 -20.45 0.08
H -23.53 -4.14 -22.23 0.10
H -23.07 -3.55 -20.62 0.05
H -23.20 -2.43 -21.95 0.06
C -19.77 0.18 -8.93 -0.09
O -19.60 -0.18 -10.30 -0.20
P -20.62 0.38 -11.36 0.33
O -21.98 -0.12 -11.26 -0.23
O -19.82 0.06 -12.67 -0.19
C -20.53 0.04 -13.92 -0.09
O -20.51 1.97 -11.23 -0.21
C -21.69 2.74 -10.96 -0.10
H -19.14 -0.48 -8.35 0.09
H -20.81 0.04 -8.62 0.09
H -19.49 1.22 -8.77 0.09
H -20.02 0.74 -14.58 0.09
H -21.57 0.33 -13.86 0.09
H -20.46 -0.97 -14.33 0.06
H -22.56 2.12 -10.83 0.08
H -21.83 3.48 -11.75 0.09
H -21.52 3.28 -10.02 0.09
C -19.45 -10.65 -18.01 -0.08
O -18.98 -9.97 -19.18 -0.20
P -19.31 -8.44 -19.33 0.30
O -18.84 -7.56 -18.26 -0.24
O -20.88 -8.39 -19.55 -0.20
C -21.67 -7.42 -18.86 -0.12
O -18.70 -8.22 -20.75 -0.20
C -18.56 -6.90 -21.26 -0.08
H -20.10 -10.02 -17.40 0.09
H -18.60 -11.04 -17.47 0.09
H -20.09 -11.47 -18.34 0.09
H -21.82 -6.57 -19.53 0.06
H -21.23 -7.04 -17.94 0.05
H -22.66 -7.85 -18.70 0.09
H -19.33 -6.23 -20.87 0.08
H -18.68 -6.94 -22.34 0.09
H -17.57 -6.51 -21.02 0.09
C -21.84 -0.97 -19.95 -0.10
O -21.01 -0.96 -21.13 -0.22
P -20.18 -2.28 -21.47 0.32
O -20.84 -3.55 -21.20 -0.22
O -19.86 -2.03 -22.99 -0.20
C -20.90 -1.59 -23.87 -0.07
O -18.78 -2.11 -20.79 -0.20
C -18.04 -0.90 -20.98 -0.08
H -21.33 -0.37 -19.20 0.07
H -21.96 -1.96 -19.52 0.02
H -22.82 -0.53 -20.12 0.09
H -20.81 -2.19 -24.78 0.10
H -20.80 -0.53 -24.10 0.09
H -21.89 -1.83 -23.47 0.07
H -17.50 -0.67 -20.07 0.09
H -18.67 -0.04 -21.21 0.09
H -17.36 -1.03 -21.82 0.09
C -19.91 -3.62 -17.48 -1.51
Cl -21.53 -4.16 -17.92 0.62
Cl -19.26 -4.62 -16.20 0.59
Cl -19.96 -1.90 -17.06 0.57
H -19.27 -3.73 -18.35 0.01
```

Calculated values
Gap between HOMO and LUMO in eV: 10.7
Energy above the lowest of the compared OMol25 structures with the same formula, charge and spin in kJ/mol: 0.0
SMILES: COP(=O)(OC)OC.COP(=O)(OC)OC.COP(=O)(OC)OC.COP(=O)(OC)OC.ClC(Cl)Cl
M in g mol⁻¹: 679.7
Electronic energy in eV: -121573.0157



Molecular formula: C33H58O33
Method: DFT, ωB97M-V with the def2-TZVPD basis set

XYZ file:
```
124
Properties=species:S:1:pos:R:3:lowdin_charge:R:1
C 2.89 -1.50 -1.38 -0.15
C 3.02 -3.04 -1.36 -0.13
O 3.63 -3.41 -2.58 0.06
C 4.11 -2.29 -3.18 -0.49
O 4.77 -2.26 -4.18 0.15
O 3.76 -1.15 -2.42 0.03
H 3.27 -1.20 -0.41 0.13
H 1.83 -1.30 -1.58 0.11
H 2.00 -3.41 -1.28 0.11
H 3.58 -3.45 -0.52 0.13
C 2.86 0.51 5.25 -0.10
C 4.40 0.57 5.43 -0.12
O 4.78 1.32 4.32 0.07
C 3.83 2.15 3.92 -0.51
O 3.99 3.16 3.21 0.11
O 2.67 1.68 4.45 0.05
H 2.31 0.52 6.19 0.12
H 2.48 -0.36 4.72 0.12
H 4.89 -0.39 5.53 0.13
H 4.72 1.11 6.32 0.13
C -1.18 -0.67 -0.28 -0.14
C -0.44 0.58 -0.74 -0.11
O 0.67 0.58 0.10 0.04
C 0.49 -0.31 1.09 -0.49
O 1.32 -0.62 2.01 0.06
O -0.56 -1.10 0.87 0.06
H -1.19 -1.42 -1.07 0.11
H -2.22 -0.43 -0.07 0.13
H -1.05 1.46 -0.55 0.12
H -0.20 0.49 -1.80 0.14
C -0.62 -3.90 -6.13 -0.16
C -1.47 -4.72 -5.20 -0.25
O -1.31 -4.03 -3.93 0.06
C -0.37 -3.15 -3.96 -0.69
O -0.04 -2.47 -3.03 0.11
O 0.15 -3.15 -5.13 0.09
H -1.30 -3.29 -6.72 0.08
H -0.04 -4.46 -6.86 0.10
H -1.11 -5.75 -5.13 0.09
H -2.53 -4.73 -5.46 0.05
C -2.92 3.94 7.03 -0.06
O -2.72 2.68 6.43 -0.02
C -1.51 2.19 6.08 -0.50
O -0.43 2.79 6.16 0.10
O -1.68 0.93 5.51 -0.06
C -0.58 0.06 5.14 -0.01
H -2.34 4.79 6.66 0.10
H -2.83 3.80 8.11 0.10
H -3.96 4.25 6.91 0.09
H 0.15 0.04 5.95 0.08
H -0.22 0.59 4.26 0.08
H -0.90 -0.96 4.91 0.09
C 1.03 3.72 1.24 0.00
O 0.42 4.69 0.35 0.04
C 0.54 4.49 -0.93 -0.59
O 1.16 3.58 -1.51 0.09
O -0.26 5.35 -1.55 -0.01
C -0.69 5.12 -2.91 -0.01
H 0.30 2.96 1.51 0.07
H 1.40 4.10 2.19 0.10
H 1.79 3.10 0.77 0.08
H -0.25 5.81 -3.63 0.10
H -1.78 5.22 -2.87 0.06
H -0.55 4.06 -3.14 0.09
C -2.04 -0.20 -7.94 -0.13
O -1.45 0.08 -6.68 -0.01
C -0.14 0.02 -6.55 -0.59
O 0.69 -0.18 -7.44 0.09
O 0.24 0.43 -5.33 -0.01
C 1.58 0.35 -4.91 -0.06
H -3.11 -0.26 -7.76 0.07
H -1.83 -1.17 -8.38 0.07
H -1.88 0.54 -8.73 0.09
H 1.99 -0.65 -4.85 0.09
H 1.78 0.69 -3.90 0.08
H 2.21 0.89 -5.62 0.10
C -2.28 2.09 2.53 -0.04
O -2.43 2.65 1.21 -0.03
C -3.24 3.74 1.01 -0.60
O -3.92 4.26 1.84 0.16
O -3.04 4.14 -0.23 0.00
C -3.65 5.34 -0.72 -0.03
H -1.70 1.17 2.54 0.08
H -3.19 1.79 3.05 0.09
H -1.79 2.85 3.15 0.10
H -3.29 6.33 -0.41 0.11
H -4.70 5.22 -0.47 0.10
H -3.60 5.37 -1.81 0.08
C 8.25 1.93 -0.13 -0.05
O 6.93 1.37 -0.17 -0.02
C 5.93 2.13 -0.70 -0.51
O 5.98 3.27 -1.10 0.13
O 4.87 1.27 -0.80 -0.01
C 3.62 1.67 -1.12 -0.11
H 8.30 2.78 0.55 0.09
H 8.62 2.21 -1.11 0.09
H 8.94 1.18 0.26 0.09
H 2.90 0.96 -0.73 0.07
H 3.45 1.78 -2.19 0.10
H 3.40 2.64 -0.68 0.08
C -4.13 -1.38 2.05 -0.03
O -4.14 -2.20 3.18 0.03
C -3.04 -2.79 3.53 -0.58
O -1.92 -2.60 3.04 0.09
O -3.35 -3.63 4.51 0.01
C -2.38 -4.07 5.48 -0.04
H -5.14 -1.05 1.81 0.11
H -3.64 -1.86 1.20 0.09
H -3.61 -0.47 2.34 0.08
H -2.80 -4.96 5.95 0.09
H -2.24 -3.30 6.24 0.09
H -1.38 -4.25 5.10 0.09
C -3.91 -6.04 -2.31 -0.09
O -3.08 -5.20 -1.51 -0.04
C -3.65 -4.58 -0.44 -0.58
O -4.87 -4.51 -0.24 0.08
O -2.73 -4.20 0.39 0.03
C -1.33 -4.12 0.15 -0.03
H -4.71 -5.43 -2.72 0.08
H -4.39 -6.75 -1.64 0.09
H -3.34 -6.47 -3.14 0.08
H -0.83 -5.04 -0.15 0.10
H -0.72 -3.81 1.00 0.09
H -1.04 -3.40 -0.62 0.07
```

Calculated values
Charge: -1
Gap between HOMO and LUMO (spin up / spin down) in eV: 1.4 / 10.0
Energy above the lowest of the compared OMol25 structures with the same formula, charge and spin in kJ/mol: 0.0
M in g mol⁻¹: 982.8
Electronic energy in eV: -102724.9283
Expectation value of S²: 0.750
Multiplicity: 2



Molecular formula: C8H11FN2
Method: DFT, ωB97M-V with the def2-TZVPD basis set

XYZ file:
```
22
Properties=species:S:1:pos:R:3:lowdin_charge:R:1
C 1.55 -1.21 -3.78 0.13
C 0.93 -0.30 -3.25 -0.11
C 0.47 0.83 -2.67 -0.31
C -1.46 -0.53 1.97 -0.01
C 0.62 1.11 1.66 -0.05
C 0.43 -1.18 0.46 -0.04
C -0.81 0.76 -0.24 -0.27
C -0.29 0.05 1.07 -0.50
N -0.23 1.83 -2.44 0.17
N 0.24 1.16 -1.20 0.12
F -1.81 -0.01 -0.91 -0.02
H 2.13 -2.06 -3.96 0.01
H -1.69 0.26 2.61 0.04
H -0.95 -1.37 2.60 0.12
H -2.18 -0.93 1.23 0.09
H 1.50 1.39 1.13 0.09
H 0.15 1.96 1.99 0.06
H 1.03 0.83 2.54 0.05
H -0.22 -1.98 0.01 0.12
H 0.95 -1.59 1.31 0.08
H 1.04 -0.77 -0.24 0.02
H -1.42 1.74 0.11 0.19
```

Calculated values
Gap between HOMO and LUMO (spin up / spin down) in eV: 7.4 / 7.8
Energy above the lowest of the compared OMol25 structures with the same formula, charge and spin in kJ/mol: 177.0
M in g mol⁻¹: 154.2
Electronic energy in eV: -14162.8402
Expectation value of S²: 2.025
Multiplicity: 3